This record from OMol25 describes a 10-piece molecular cluster, C30H84N7O15 overall. The level of theory is the ωB97M-V functional and the def2-TZVPD basis.

Properties
LUMO (spin up / spin down) in eV: 3.512 / 3.511
Charge: -2
Frontier orbital gap (spin up / spin down) in eV: 1.117 / 8.094
Molecular weight in g mol⁻¹: 783.04
Multiplicity: 2
Energy in hartree: -2704.93074

Cartesian coordinates (Å):
N 0.65869 0.37976 -0.56809
O 0.86882 -0.54632 0.17164
O 0.29620 0.27385 -1.71370
O 1.05568 1.48550 -0.19995
C -1.55300 -2.04135 2.04095
C -0.93433 -3.27849 1.40314
O -0.69996 -4.09961 2.58166
O -2.92903 -2.29965 2.43304
H -1.62146 -1.26749 1.27639
H -0.91516 -1.64874 2.83285
H -0.05260 -3.01877 0.81732
H -1.71276 -3.80235 0.84843
H 0.22815 -4.04715 2.82135
H -2.93175 -2.84412 3.22370
C 1.88216 2.36804 3.10915
C 3.18761 1.80179 2.45149
O 3.45907 2.03362 1.07633
O 0.75935 1.68067 2.53803
H 1.83834 3.43211 2.87692
H 1.85097 2.29771 4.19643
H 3.16951 0.71585 2.35921
H 4.01907 2.12786 3.07636
H 2.68972 1.67311 0.62942
H 1.00794 1.56455 1.61808
C 5.40495 -2.37373 0.07507
C 4.10873 -1.50008 -0.16130
O 3.00548 -2.21098 0.15400
O 6.55210 -1.61646 -0.15267
H 5.49310 -3.18097 -0.65205
H 5.32153 -2.68733 1.11564
H 4.06302 -1.28528 -1.22895
H 4.14471 -0.56780 0.40231
H 2.24653 -1.62626 0.09314
H 7.28792 -2.20972 0.01528
C -6.89492 2.85200 2.88360
C -6.04039 1.85194 2.06699
C -4.53326 1.75980 2.46238
O -3.55149 1.40183 1.49635
C -2.15384 1.57537 1.89875
N -6.66263 0.53935 2.15241
H -6.83886 2.79244 3.97052
H -7.94292 2.73664 2.60703
H -6.61792 3.89640 2.74009
H -6.13444 2.27568 1.06714
H -4.51533 1.12573 3.34879
H -4.27391 2.75532 2.82262
H -1.93871 0.92527 2.74680
H -1.77649 2.54409 2.22628
H -1.59551 1.25935 1.01756
H -6.92625 0.38769 3.11554
H -7.57670 0.70127 1.75446
C 6.97335 2.39908 -1.10243
C 5.88726 1.78552 -1.93929
C 5.40460 2.70992 -3.07386
O 4.45326 3.72017 -2.67302
C 3.10660 3.28574 -2.41748
N 6.51885 0.48777 -2.38975
H 6.62042 3.34390 -0.68910
H 7.92963 2.52884 -1.60919
H 7.17034 1.59861 -0.38930
H 4.99410 1.55382 -1.35905
H 4.78762 2.00329 -3.62893
H 6.27909 3.03997 -3.63461
H 2.49197 4.10890 -2.05315
H 3.00033 2.49383 -1.67607
H 2.67243 2.82313 -3.30382
H 6.85024 -0.01119 -1.57654
H 5.81325 -0.10201 -2.80736
C -0.27905 -2.63679 -3.97991
C 0.74709 -3.16977 -3.01733
C 1.64093 -4.31467 -3.65237
O 0.80235 -5.37746 -4.16548
C 0.54768 -6.33611 -3.12307
N 1.65632 -2.04243 -2.78488
H -0.87994 -3.44001 -4.40638
H 0.26417 -2.07076 -4.73663
H -1.03690 -1.93610 -3.62948
H 0.32639 -3.37562 -2.03308
H 2.44914 -4.54505 -2.95823
H 2.13209 -3.92884 -4.54568
H -0.22820 -6.02310 -2.42441
H 1.45080 -6.59003 -2.56808
H 0.23217 -7.26628 -3.59566
H 1.11275 -1.19378 -2.71831
H 2.07810 -2.14268 -1.87266
C -2.78235 -0.07580 -1.74215
C -4.31581 0.01877 -1.80106
C -4.79952 0.30910 -3.28671
O -6.24862 0.58978 -3.15782
C -6.75922 0.93859 -4.41827
N -4.82926 -1.28989 -1.44660
H -2.39176 0.91289 -1.98306
H -2.33405 -0.78457 -2.43839
H -2.44711 -0.33671 -0.73834
H -4.72959 0.80815 -1.17355
H -4.66381 -0.52206 -3.97870
H -4.33532 1.22621 -3.64938
H -7.74054 1.36905 -4.21874
H -6.84682 0.11133 -5.12260
H -6.25914 1.75690 -4.93633
H -4.21325 -1.93406 -1.92165
H -5.75092 -1.40561 -1.84316
C -1.04062 5.38571 -1.57557
C -1.55772 3.92972 -1.52779
C -3.02741 3.84190 -2.11462
O -3.86048 4.75832 -1.46172
C -4.29516 4.25834 -0.20351
N -0.51809 3.22580 -2.34997
H 0.00492 5.45380 -1.27505
H -1.53990 6.01370 -0.83769
H -1.26241 5.83283 -2.54458
H -1.38055 3.73274 -0.47048
H -3.32906 2.79629 -2.05304
H -3.10161 4.10796 -3.16904
H -3.50206 4.19850 0.54181
H -4.72774 3.27632 -0.39482
H -5.10540 4.89748 0.14738
H 0.31906 3.14288 -1.79102
H -0.77083 2.25125 -2.43041
C 2.03709 -1.37115 3.75227
C 2.65798 -2.81500 3.75218
C 2.42371 -3.58214 5.08824
O 2.90893 -2.77039 6.16699
C 2.59010 -3.28314 7.44741
N 2.15139 -3.54535 2.66797
H 1.82123 -1.11598 2.71478
H 2.66799 -0.67479 4.30469
H 1.10128 -1.32837 4.30951
H 3.72690 -2.74077 3.55220
H 2.83931 -4.58954 5.11108
H 1.35140 -3.67542 5.26009
H 3.22435 -2.92738 8.25936
H 2.78709 -4.35500 7.42716
H 1.58851 -2.91992 7.67760
H 2.52978 -4.48071 2.62302
H 2.48968 -3.06165 1.84840


This record from OMol25 describes a 12-piece molecular cluster, C30H84O12 overall. The level of theory is the ωB97M-V functional and the def2-TZVPD basis.

Properties
LUMO in eV: 0.113
Frontier orbital gap in eV: 9.527
SMILES: CC(C)O.CC(C)O.CC(C)O.CC(C)O.CC(C)O.CC(C)O.CCO.CCO.CCO.CCO.CCO.CCO
Energy relative to the best compared isomer or geometry (same formula, charge and spin) in kJ/mol: 0.0
Molecular weight in g mol⁻¹: 636.99
Energy in hartree: -2096.24025

Cartesian coordinates (Å):
C -3.79964 0.40205 0.97071
C -5.05257 -0.45995 0.71332
O -4.89688 -1.85289 0.95398
H -4.13895 1.40545 1.24882
H -3.22194 0.50861 0.05338
H -3.15116 -0.00471 1.74137
H -5.31613 -0.37984 -0.34095
H -5.89787 -0.06433 1.28664
H -4.72614 -2.02767 1.89537
C -2.11279 -2.96038 3.74114
C -3.37568 -2.83312 4.55613
O -4.41750 -2.34966 3.68911
H -2.18073 -3.78526 3.03236
H -1.25535 -3.15334 4.38698
H -1.90744 -2.02845 3.21343
H -3.19959 -2.16828 5.41388
H -3.66492 -3.80725 4.96998
H -5.25165 -2.33414 4.17234
C -3.70119 3.58248 -3.11032
C -4.09638 2.34825 -2.36759
O -3.63858 1.18010 -3.13551
H -2.61984 3.74126 -3.14912
H -4.13837 4.48106 -2.66677
H -4.01345 3.56333 -4.15987
H -5.17227 2.25014 -2.20798
H -3.58706 2.33372 -1.39321
H -4.06119 0.40108 -2.76132
C 2.66886 4.52451 0.80681
C 1.43412 5.31481 1.13263
O 0.86374 5.81136 -0.08381
H 2.42469 3.56957 0.34190
H 3.19465 4.29657 1.73548
H 3.34419 5.12313 0.19526
H 1.67278 6.16774 1.79136
H 0.70213 4.73070 1.70464
H -0.03603 6.11914 0.03109
C 2.14144 -2.73604 3.87863
C 2.83454 -1.70250 2.99533
O 2.24634 -0.41011 3.06735
H 2.67206 -3.68297 3.91080
H 1.11949 -2.91707 3.52285
H 2.00835 -2.29934 4.87668
H 2.79107 -2.01813 1.94932
H 3.89918 -1.69515 3.28113
H 2.42527 -0.00040 3.95274
C 2.23096 -4.60678 0.70763
C 2.15793 -3.98900 -0.68718
O 3.22448 -4.43509 -1.53924
H 2.06777 -5.68701 0.67965
H 1.52698 -4.16042 1.41527
H 3.22939 -4.47366 1.14367
H 2.18801 -2.88952 -0.62054
H 1.21947 -4.22635 -1.18812
H 4.03604 -4.05988 -1.17711
C -0.29414 -0.90947 0.09670
C 0.39131 0.44927 -0.14998
C -0.29976 1.52542 0.69813
O 1.78294 0.33667 0.20553
H -1.35259 -0.85999 -0.15629
H -0.16907 -1.20275 1.14227
H 0.19444 -1.66273 -0.52815
H 0.32867 0.68028 -1.21336
H -0.48182 1.17847 1.71732
H -1.27942 1.74735 0.26258
H 0.30611 2.43406 0.69577
H 1.85417 0.07136 1.13580
C 0.89235 4.16205 -3.24944
C 2.37293 4.34279 -2.93887
C 3.27012 4.06279 -4.12495
O 2.64264 5.69509 -2.44107
H 0.68442 3.22444 -3.77512
H 0.56455 4.99318 -3.88001
H 0.26900 4.15522 -2.35263
H 2.71832 3.67417 -2.12654
H 4.31830 4.13458 -3.83052
H 3.14200 4.77948 -4.94324
H 3.04817 3.06384 -4.49695
H 2.13223 5.77541 -1.61935
C 2.25740 1.66910 7.72071
C 1.79540 0.88996 6.51865
C 0.55222 1.45336 5.88803
O 2.83303 0.84384 5.49897
H 2.47398 2.71480 7.49796
H 3.14441 1.20426 8.16038
H 1.47942 1.65642 8.48860
H 1.62565 -0.15337 6.81927
H -0.27935 1.30063 6.57890
H 0.32871 0.94539 4.95089
H 0.66694 2.51070 5.65399
H 3.70246 0.96485 5.89204
C -3.46517 -4.95091 0.95787
C -2.94229 -4.23374 -0.26657
C -2.23607 -5.19490 -1.18657
O -3.99490 -3.64322 -1.00715
H -3.87807 -4.28843 1.71389
H -2.65760 -5.53036 1.43649
H -4.18186 -5.72390 0.66592
H -2.22610 -3.44576 0.01708
H -1.45411 -5.72407 -0.63783
H -1.84784 -4.71694 -2.08145
H -2.95438 -5.95833 -1.51054
H -4.42861 -2.96776 -0.43956
C -1.10281 -0.13574 -6.76037
C -1.35362 0.37239 -5.33888
C -0.04771 0.58844 -4.57947
O -2.04923 1.61031 -5.46482
H -0.61349 0.62990 -7.35676
H -2.04428 -0.45313 -7.20894
H -0.46614 -1.02453 -6.70994
H -1.99365 -0.38223 -4.87116
H 0.69307 1.22304 -5.05980
H 0.39032 -0.37431 -4.29386
H -0.30614 1.07925 -3.62775
H -2.60981 1.68270 -4.66675
C 2.89508 -1.57860 -3.19935
C 4.04690 -0.72466 -2.67348
C 3.89534 0.70097 -3.15827
O 4.04535 -0.78095 -1.24193
H 3.09643 -2.64438 -3.08430
H 2.74068 -1.37353 -4.26256
H 1.97944 -1.34626 -2.64780
H 4.98862 -1.16091 -3.01061
H 4.66666 1.37970 -2.79254
H 2.93105 1.12172 -2.84328
H 3.91144 0.75085 -4.25383
H 3.26471 -0.28900 -0.92169